Record 1
Formula: C25H43ClN2O15P2S
Source: OMol25
Level of theory: the ωB97M-V functional and the def2-TZVPD basis

SMILES   CCNc1c(CCCO)cc(CC(=O)Cl)c2c1C(=O)N(CCCCS(=O)(=O)O)C2=O.COP(=O)(OC)OC.COP(=O)(OC)OC

```
89
C25H43ClN2O15P2S the ωB97M-V functional and the def2-TZVPD basis
C 0.32 0.45 -0.19
C -0.13 -0.23 1.10
N -0.41 -1.69 0.99
C -0.67 -2.20 -0.29
C -1.91 -1.98 -0.93
C -2.97 -1.21 -0.21
C -4.39 -1.77 -0.36
C -5.42 -0.95 0.40
O -5.20 -1.02 1.81
C -2.11 -2.49 -2.21
C -1.15 -3.21 -2.91
C -1.35 -3.77 -4.31
C -2.49 -3.12 -5.04
O -2.64 -1.95 -5.22
Cl -3.68 -4.28 -5.72
C 0.04 -3.44 -2.25
C 0.27 -2.93 -0.98
C 1.65 -3.35 -0.58
O 2.37 -2.90 0.28
N 2.02 -4.35 -1.50
C 3.40 -4.81 -1.58
C 4.34 -3.78 -2.22
C 5.15 -4.36 -3.40
C 5.45 -3.34 -4.49
S 6.32 -1.94 -3.85
O 5.41 -0.89 -3.50
O 7.29 -2.39 -2.90
O 7.10 -1.47 -5.17
C 1.26 -4.19 -2.66
O 1.61 -4.55 -3.76
H 0.65 1.46 0.06
H -0.51 0.56 -0.89
H 1.14 -0.06 -0.69
H 0.62 -0.11 1.88
H -1.04 0.27 1.43
H 0.38 -2.19 1.37
H -2.72 -1.20 0.86
H -2.96 -0.16 -0.54
H -4.40 -2.79 0.04
H -4.67 -1.81 -1.41
H -5.38 0.09 0.06
H -6.41 -1.36 0.20
H -4.80 -0.18 2.08
H -3.06 -2.29 -2.68
H -1.48 -4.85 -4.27
H -0.46 -3.54 -4.90
H 3.38 -5.75 -2.13
H 3.71 -5.01 -0.55
H 3.75 -2.95 -2.60
H 5.02 -3.38 -1.47
H 6.09 -4.78 -3.03
H 4.56 -5.15 -3.87
H 4.54 -2.98 -4.96
H 6.12 -3.78 -5.24
H 6.87 -0.54 -5.32
C 2.72 5.51 2.79
O 3.73 4.50 2.60
P 3.36 3.03 3.08
O 2.03 2.55 2.72
O 3.59 3.04 4.65
C 4.74 3.70 5.20
O 4.58 2.23 2.48
C 4.38 0.84 2.17
H 3.23 6.47 2.73
H 1.97 5.43 2.00
H 2.24 5.42 3.76
H 4.51 4.74 5.40
H 5.59 3.63 4.52
H 4.98 3.19 6.13
H 3.76 0.74 1.28
H 3.92 0.31 3.00
H 5.37 0.43 1.97
C -5.67 4.45 4.99
O -6.18 4.66 3.66
P -5.50 3.83 2.50
O -5.24 2.42 2.75
O -4.16 4.62 2.15
C -4.17 6.05 2.08
O -6.50 4.17 1.32
C -6.61 3.22 0.25
H -6.00 5.29 5.59
H -6.07 3.52 5.40
H -4.58 4.41 4.99
H -3.96 6.47 3.07
H -5.13 6.43 1.73
H -3.39 6.35 1.39
H -7.14 2.33 0.59
H -5.62 2.93 -0.13
H -7.17 3.70 -0.55
```

Record 2
Formula: C8H16NOSi
Source: OMol25
Level of theory: the ωB97M-V functional and the def2-TZVPD basis

Charge   +1

```
27
C8H16NOSi the ωB97M-V functional and the def2-TZVPD basis
C -1.40 1.41 -1.11
C -1.30 2.73 -1.11
C -0.06 3.44 -1.52
C 1.14 2.51 -1.33
C 0.85 1.19 -2.03
C -0.44 -0.73 -1.40
C -0.12 -4.07 1.49
C 0.17 -1.44 3.34
N -0.35 0.56 -1.50
O 0.39 -1.34 0.38
Si 0.20 -2.21 1.62
H -2.16 3.33 -0.82
H -2.30 0.90 -0.80
H -0.15 3.72 -2.57
H 0.07 4.36 -0.95
H 2.04 2.95 -1.75
H 1.31 2.33 -0.27
H 0.70 1.37 -3.10
H 1.69 0.50 -1.91
H -1.37 -1.19 -1.12
H 0.31 -1.35 -1.86
H -0.51 -4.33 0.51
H 0.79 -4.64 1.64
H -0.83 -4.41 2.24
H 0.98 -1.82 3.97
H 0.28 -0.36 3.28
H -0.76 -1.65 3.86
```

| no. | strongest force on any atom (eV/A) | LUMO level (eV) | orbital gap (eV) |
| --- | --- | --- | --- |
| 1 | 0.62 | -0.21 | 8.33 |
| 2 | 1.30 | -3.28 | 9.48 |